1.
Density functional theory data (the ωB97M-V functional and the def2-TZVPD basis) for an isolated molecule of C8H7F.

Summary:
HOMO level   -8.082 eV
SMILES string   C#CC1=C(F)C=CCC1
Relative energy (zero: lowest compared OMol25 entry of this formula, charge and spin)   37.5 kJ/mol

```
! wB97M-V def2-TZVPD RIJCOSX def2/J DEFGRID3
* xyz 0 1
C -3.545 1.255 -0.177
C -2.483 0.767 0.046
C -1.245 0.116 0.121
C -1.319 -1.288 -0.096
F -2.577 -1.893 -0.122
C -0.116 -2.071 -0.087
C 1.091 -1.503 0.018
C 1.169 0.036 -0.235
C -0.006 0.932 0.321
H -4.379 1.874 -0.019
H -0.141 -3.168 0.078
H 1.969 -2.142 0.209
H 2.021 0.489 0.178
H 1.216 0.115 -1.325
H -0.145 1.924 -0.357
H 0.009 1.326 1.343
*
```

Taken from the natural (NBO) analysis, the atomic charges in e are: atom 1 (C): -0.213, atom 2 (C): -0.031, atom 3 (C): -0.146, atom 4 (C): 0.414, atom 5 (F): -0.322, atom 6 (C): -0.303, atom 7 (C): -0.132, atom 8 (C): -0.445, atom 9 (C): -0.405, atom 10 (H): 0.230, atom 11 (H): 0.231, atom 12 (H): 0.221, atom 13 (H): 0.218, atom 14 (H): 0.225, atom 15 (H): 0.231, atom 16 (H): 0.227

2.
Density functional theory data (the ωB97M-V functional and the def2-TZVPD basis) for an isolated molecule of C8H7F3S.

Summary:
HOMO level   -8.586 eV
SMILES string   C[C@@]12C=CC=C[C@]1(C(F)(F)F)S2
Relative energy (zero: lowest compared OMol25 entry of this formula, charge and spin)   146.3 kJ/mol

```
! wB97M-V def2-TZVPD RIJCOSX def2/J DEFGRID3
* xyz 0 1
C 0.971 1.660 0.886
C -0.085 0.818 0.083
C -0.207 1.175 -1.308
C -0.618 0.323 -2.250
C -0.739 -0.995 -1.964
C -0.624 -1.431 -0.688
C -0.387 -0.556 0.465
C 0.335 -1.244 1.842
F 1.661 -1.206 1.718
F 0.113 -0.634 2.987
F -0.115 -2.495 1.965
S -1.621 0.626 0.964
H 0.620 2.683 1.050
H 1.851 1.669 0.388
H 1.164 1.083 1.778
H -0.012 2.163 -1.513
H -0.843 0.533 -3.270
H -0.868 -1.667 -2.752
H -0.597 -2.506 -0.381
*
```

Taken from the natural (NBO) analysis, the atomic charges in e are: atom 1 (C): -0.589, atom 2 (C): -0.165, atom 3 (C): -0.144, atom 4 (C): -0.219, atom 5 (C): -0.211, atom 6 (C): -0.177, atom 7 (C): -0.232, atom 8 (C): 0.998, atom 9 (F): -0.328, atom 10 (F): -0.309, atom 11 (F): -0.321, atom 12 (S): 0.177, atom 13 (H): 0.220, atom 14 (H): 0.207, atom 15 (H): 0.223, atom 16 (H): 0.208, atom 17 (H): 0.217, atom 18 (H): 0.218, atom 19 (H): 0.227

3.
Density functional theory data (the ωB97M-V functional and the def2-TZVPD basis) for the ion C8H7N2 with charge +1.

Summary:
HOMO level (spin up / spin down)   -13.291 / -13.291 eV
Relative energy (zero: lowest compared OMol25 entry of this formula, charge and spin)   517.0 kJ/mol

```
! wB97M-V def2-TZVPD RIJCOSX def2/J DEFGRID3
* xyz 1 1
C -2.290 0.262 2.107
C -1.569 -0.718 1.655
C 0.293 -1.498 0.152
C 0.902 -0.662 -0.781
C -0.444 1.048 -0.080
C -2.164 1.488 1.671
C -1.373 1.839 0.517
C 2.214 -1.164 -1.341
N 0.389 0.609 -1.076
N -0.682 -0.872 0.827
H 0.551 -2.569 0.043
H -2.734 2.260 2.202
H -1.311 2.961 0.371
H 2.348 -0.782 -2.328
H 3.004 -0.845 -0.669
H 2.318 -2.345 -1.278
H 0.547 0.987 -1.992
*
```

Taken from the natural (NBO) analysis, the atomic charges in e are: atom 1 (C): 0.000, atom 2 (C): 0.406, atom 3 (C): -0.097, atom 4 (C): 0.227, atom 5 (C): 0.470, atom 6 (C): -0.171, atom 7 (C): -0.355, atom 8 (C): -0.652, atom 9 (N): -0.568, atom 10 (N): -0.321, atom 11 (H): 0.274, atom 12 (H): 0.258, atom 13 (H): 0.317, atom 14 (H): 0.232, atom 15 (H): 0.256, atom 16 (H): 0.257, atom 17 (H): 0.468

4.
Density functional theory data (the ωB97M-V functional and the def2-TZVPD basis) for the ion C8H7N2O2 with charge -1.

Summary:
HOMO level   -4.335 eV
SMILES string   C[C@@]1(C#N)N=CC=C[C@H]1C(=O)[O-]
Relative energy (zero: lowest compared OMol25 entry of this formula, charge and spin)   0.0 kJ/mol

```
! wB97M-V def2-TZVPD RIJCOSX def2/J DEFGRID3
* xyz -1 1
C -1.243 -1.649 0.402
C 0.034 -0.805 0.259
C 1.045 -1.420 1.138
N 1.705 -1.969 1.924
N 0.372 -1.049 -1.231
C 1.105 -0.128 -1.797
C 1.543 1.090 -1.216
C 1.000 1.556 -0.071
C -0.044 0.825 0.665
C -1.659 1.347 0.418
O -2.344 0.688 -0.319
O -1.837 2.372 1.042
H -0.867 -2.690 0.403
H -2.001 -1.389 -0.437
H -1.883 -1.552 1.347
H 1.414 -0.386 -2.817
H 2.339 1.607 -1.813
H 1.283 2.506 0.473
H 0.039 1.046 1.630
*
```

Taken from the natural (NBO) analysis, the atomic charges in e are: atom 1 (C): -0.607, atom 2 (C): -0.035, atom 3 (C): 0.318, atom 4 (N): -0.395, atom 5 (N): -0.404, atom 6 (C): 0.090, atom 7 (C): -0.376, atom 8 (C): -0.058, atom 9 (C): -0.399, atom 10 (C): 0.836, atom 11 (O): -0.723, atom 12 (O): -0.749, atom 13 (H): 0.199, atom 14 (H): 0.281, atom 15 (H): 0.211, atom 16 (H): 0.174, atom 17 (H): 0.203, atom 18 (H): 0.214, atom 19 (H): 0.221

5.
Density functional theory data (the ωB97M-V functional and the def2-TZVPD basis) for the ion C8H7N2O2S with charge -1.

Summary:
HOMO level (spin up / spin down)   -0.559 / -4.822 eV

```
! wB97M-V def2-TZVPD RIJCOSX def2/J DEFGRID3
* xyz -1 3
C -1.741 -1.536 0.422
C 0.088 -3.120 0.495
C -0.535 -1.017 0.887
C 0.783 0.944 -2.215
C -0.226 2.128 -0.598
C 0.854 1.049 1.441
C -0.421 0.264 1.391
C 0.806 1.267 -0.005
N 0.466 -1.956 0.917
N 1.428 0.633 -0.966
O -1.084 2.833 -0.119
O -0.042 2.027 -2.027
S -1.601 -3.217 0.072
H -2.343 -0.806 -0.013
H 0.662 -3.999 0.421
H 1.513 1.238 -3.082
H 0.288 0.044 -2.508
H 0.846 1.955 2.071
H 1.722 0.554 1.839
H -1.465 0.713 1.578
*
```

Taken from the natural (NBO) analysis, the atomic charges in e are: atom 1 (C): -0.493, atom 2 (C): -0.134, atom 3 (C): 0.003, atom 4 (C): 0.093, atom 5 (C): 0.618, atom 6 (C): -0.479, atom 7 (C): -0.051, atom 8 (C): -0.029, atom 9 (N): -0.397, atom 10 (N): -0.525, atom 11 (O): -0.698, atom 12 (O): -0.558, atom 13 (S): 0.293, atom 14 (H): 0.231, atom 15 (H): 0.192, atom 16 (H): 0.128, atom 17 (H): 0.135, atom 18 (H): 0.219, atom 19 (H): 0.232, atom 20 (H): 0.220

6.
Density functional theory data (the ωB97M-V functional and the def2-TZVPD basis) for an isolated molecule of C8H7N3O2.

Summary:
HOMO level   -7.129 eV
Relative energy (zero: lowest compared OMol25 entry of this formula, charge and spin)   382.1 kJ/mol

```
! wB97M-V def2-TZVPD RIJCOSX def2/J DEFGRID3
* xyz 0 1
C -3.461 -0.097 0.092
C -2.452 -1.028 0.227
C -3.145 1.205 -0.048
C -1.130 -0.736 0.040
C -1.789 1.606 -0.126
C -0.777 0.639 -0.211
C 0.617 0.884 -0.260
C 3.376 -0.627 -0.131
N 1.606 1.504 -0.230
N 3.557 0.594 0.186
N 2.795 1.678 0.005
O 2.269 -1.282 -0.670
O 4.304 -1.514 0.220
H -4.563 -0.255 0.194
H -2.801 -2.098 0.463
H -3.848 1.927 -0.010
H -0.509 -1.596 0.220
H -1.363 2.553 -0.127
H 2.257 -2.255 -0.583
H 5.058 -1.106 0.749
*
```

Taken from the natural (NBO) analysis, the atomic charges in e are: atom 1 (C): -0.233, atom 2 (C): -0.182, atom 3 (C): -0.185, atom 4 (C): -0.211, atom 5 (C): -0.200, atom 6 (C): -0.130, atom 7 (C): 0.322, atom 8 (C): 0.747, atom 9 (N): -0.019, atom 10 (N): -0.400, atom 11 (N): -0.206, atom 12 (O): -0.723, atom 13 (O): -0.698, atom 14 (H): 0.221, atom 15 (H): 0.214, atom 16 (H): 0.209, atom 17 (H): 0.227, atom 18 (H): 0.219, atom 19 (H): 0.509, atom 20 (H): 0.517